(1)
{"formula": "C26H22ClO5PTl", "method": "ωB97M-V/def2-TZVPD", "species": ["Tl", "O", "C", "O", "C", "C", "C", "C", "C", "O", "C", "C", "O", "O", "H", "H", "H", "H", "H", "H", "H", "H", "Cl", "C", "C", "C", "C", "C", "C", "P", "C", "C", "C", "C", "C", "C", "C", "C", "C", "C", "C", "C", "H", "H", "H", "H", "H", "H", "H", "H", "H", "H", "H", "H", "H", "H"], "xyz": [[-1.6553, -0.9171, 2.3637], [2.3675, -0.5314, 0.2390], [1.5530, -0.7792, 1.1304], [0.2844, -0.6664, 1.0193], [2.0847, -1.3381, 2.4555], [1.4892, -2.7280, 2.7470], [2.3685, -3.4574, 3.7724], [2.0009, -2.6972, 5.0726], [0.9799, -1.6776, 4.5498], [0.3109, -2.4384, 3.5217], [1.6850, -0.5732, 3.7606], [0.8339, 0.6936, 3.5259], [1.4404, 1.7123, 3.2051], [-0.4255, 0.5798, 3.7306], [3.1666, -1.3970, 2.3499], [1.2091, -3.3027, 1.8664], [2.0996, -4.5119, 3.8377], [3.4257, -3.3865, 3.5168], [1.5344, -3.3642, 5.7984], [2.8565, -2.2164, 5.5471], [0.2465, -1.3161, 5.2647], [2.5877, -0.2407, 4.2753], [-1.0657, -2.8842, -1.0854], [0.0728, -1.8390, -1.9035], [1.1571, -2.4487, -2.5122], [2.0800, -1.6732, -3.1924], [1.9016, -0.3015, -3.2710], [0.8107, 0.2866, -2.6561], [-0.1216, -0.4629, -1.9442], [-1.5669, 0.3039, -1.1046], [-0.9576, 1.9521, -0.5967], [-1.8951, 2.9865, -0.5109], [-1.5498, 4.2099, 0.0387], [-0.2678, 4.4083, 0.5374], [0.6604, 3.3822, 0.4740], [0.3252, 2.1615, -0.0979], [-2.5130, 0.7149, -2.6432], [-3.5542, -0.1428, -2.9874], [-4.2808, 0.0440, -4.1572], [-3.9815, 1.1065, -4.9949], [-2.9493, 1.9755, -4.6603], [-2.2214, 1.7792, -3.4977], [1.2744, -3.5212, -2.4390], [2.9393, -2.1436, -3.6533], [2.6208, 0.3148, -3.7951], [0.6922, 1.3619, -2.7044], [-2.9056, 2.8314, -0.8732], [-2.2872, 5.0018, 0.0958], [-0.0031, 5.3536, 0.9952], [1.6430, 3.5045, 0.9088], [1.0582, 1.3652, -0.1238], [-3.7931, -0.9699, -2.3278], [-5.0851, -0.6367, -4.4078], [-4.5491, 1.2613, -5.9042], [-2.7104, 2.8080, -5.3109], [-1.4211, 2.4638, -3.2446]], "forces_ev_per_angstrom": [[0.019, 0.054, 0.019], [-0.007, 0.043, -0.005], [0.083, -0.047, 0.008], [-0.063, -0.039, -0.037], [-0.027, -0.010, -0.014], [0.011, -0.030, 0.000], [0.014, 0.030, -0.026], [-0.032, -0.019, 0.016], [-0.022, 0.017, 0.001], [0.013, -0.001, 0.007], [0.055, -0.019, -0.021], [0.007, 0.016, 0.111], [-0.009, 0.013, -0.059], [-0.039, -0.006, -0.003], [0.001, -0.007, 0.014], [0.001, 0.010, -0.010], [-0.015, 0.001, -0.003], [-0.001, -0.013, 0.006], [0.016, 0.003, 0.010], [-0.004, 0.011, -0.008], [0.005, -0.011, 0.007], [-0.011, 0.011, -0.010], [0.011, 0.017, 0.005], [-0.022, -0.010, -0.004], [0.018, 0.018, -0.005], [-0.007, -0.025, 0.009], [0.003, 0.019, -0.003], [0.018, 0.033, 0.002], [0.020, -0.038, 0.007], [0.008, -0.027, -0.041], [-0.096, 0.027, -0.024], [0.031, -0.011, -0.006], [0.023, 0.001, 0.011], [-0.020, 0.004, -0.012], [0.004, -0.004, 0.011], [0.029, -0.007, 0.000], [0.019, 0.055, 0.000], [-0.015, -0.024, 0.016], [-0.005, 0.004, 0.007], [0.009, 0.006, -0.010], [-0.009, -0.004, -0.005], [0.000, -0.024, 0.015], [-0.003, -0.004, 0.003], [0.003, 0.000, -0.002], [0.002, -0.001, -0.002], [-0.002, -0.008, 0.016], [-0.004, 0.002, -0.004], [-0.004, 0.001, 0.001], [-0.001, -0.001, 0.002], [0.005, -0.009, -0.004], [0.002, -0.009, 0.007], [-0.002, 0.003, 0.000], [0.000, -0.004, 0.000], [-0.002, -0.002, -0.002], [0.002, 0.004, 0.000], [-0.009, 0.009, 0.008]], "homo_energy_ev": -5.26, "orbital_gap_ev": 7.8, "total_charge": -1}


(2)
{"formula": "C12H30F4KN2O16P2S4", "method": "ωB97M-V/def2-TZVPD", "species": ["K", "N", "S", "O", "O", "F", "S", "O", "O", "F", "N", "S", "O", "O", "F", "S", "O", "O", "F", "C", "C", "O", "P", "O", "O", "C", "C", "O", "C", "C", "H", "H", "H", "H", "H", "H", "H", "H", "H", "H", "H", "H", "H", "H", "H", "C", "C", "O", "P", "O", "O", "C", "C", "O", "C", "C", "H", "H", "H", "H", "H", "H", "H", "H", "H", "H", "H", "H", "H", "H", "H"], "xyz": [[1.1331, -1.2729, -0.7896], [1.3998, -3.9490, -0.1549], [0.3900, -5.1099, -0.3333], [-0.8177, -5.1503, 0.4375], [0.9891, -6.3474, -0.7916], [-0.1928, -4.5663, -1.7537], [1.6335, -4.1683, 1.5006], [2.0705, -5.4780, 1.9118], [0.7748, -3.4240, 2.3763], [2.9580, -3.2415, 1.5741], [2.2950, -1.6431, -3.5206], [2.7711, -0.0814, -3.7957], [1.8588, 0.9196, -3.2954], [3.5643, 0.2638, -4.9327], [3.8104, -0.0686, -2.5471], [1.6042, -1.9676, -4.8935], [2.5177, -2.1151, -5.9764], [0.3046, -1.3819, -5.1043], [1.2010, -3.4640, -4.5362], [-0.1167, 2.3712, 4.8580], [0.7971, 2.9720, 3.8202], [0.8608, 2.1584, 2.6562], [2.1314, 1.1797, 2.4018], [1.8727, 0.1861, 1.3735], [3.3304, 2.1939, 2.2334], [3.9609, 2.3770, 0.9524], [5.4708, 2.1896, 1.0565], [2.3721, 0.6002, 3.8721], [2.2409, -0.8316, 4.0172], [2.5726, -1.1924, 5.4552], [0.2882, 1.4837, 5.3437], [-0.2496, 3.1053, 5.6617], [-1.1138, 2.1693, 4.4703], [0.3276, 3.9020, 3.4750], [1.7286, 3.3485, 4.2520], [3.6904, 1.6565, 0.1771], [3.6421, 3.3904, 0.7016], [5.8953, 2.9207, 1.7428], [5.6215, 1.1673, 1.4244], [6.0160, 2.1123, 0.1168], [1.2249, -1.1628, 3.8102], [2.9817, -1.3317, 3.3932], [3.5829, -0.8622, 5.6994], [1.9037, -0.5753, 6.0658], [2.4088, -2.2485, 5.6436], [-1.4115, 1.6080, -4.9235], [-1.8293, 0.5737, -3.8920], [-2.3469, 1.2841, -2.7610], [-2.5890, 0.4936, -1.3880], [-1.4058, -0.2385, -0.9137], [-3.1568, 1.6787, -0.4940], [-4.4883, 2.1431, -0.7234], [-4.6595, 3.5096, -0.1060], [-3.8857, -0.3897, -1.7994], [-4.3839, -1.3986, -0.8829], [-5.7135, -1.8912, -1.4368], [-0.5725, 2.2146, -4.5865], [-1.1077, 1.1126, -5.8465], [-2.2617, 2.2453, -5.1778], [-2.6294, -0.0343, -4.3229], [-0.9735, -0.0413, -3.6301], [-4.7345, 2.1953, -1.7825], [-5.1829, 1.4805, -0.1972], [-5.6933, 3.8509, -0.1849], [-4.4856, 3.5510, 0.9716], [-3.9714, 4.2005, -0.5965], [-3.6359, -2.1946, -0.8997], [-4.4518, -1.0026, 0.1321], [-5.9282, -2.7756, -0.8340], [-6.4829, -1.1343, -1.2673], [-5.7251, -2.0744, -2.5068]], "forces_ev_per_angstrom": [[-0.148, 0.211, -0.102], [0.687, 0.198, 4.118], [-2.575, -3.433, -5.863], [0.795, 0.139, 0.821], [-0.422, 0.982, 1.350], [0.168, 0.286, 0.394], [2.314, 1.718, 1.042], [-0.540, 1.000, -0.678], [-0.248, -0.415, -0.697], [-0.173, -0.493, -0.343], [0.650, 2.914, -0.614], [1.256, 1.339, 3.114], [-0.442, -0.813, -0.655], [-0.509, -0.703, 0.248], [0.127, -0.356, -0.424], [-1.961, -3.388, -1.396], [-0.255, 0.352, -0.216], [0.817, 0.498, -0.048], [0.244, 0.174, 0.148], [-0.003, 0.209, 0.828], [-1.116, 1.177, 0.023], [1.315, -0.895, -0.515], [-1.311, 1.195, 1.923], [0.172, -0.157, -0.745], [0.206, -1.006, -0.137], [0.805, 0.488, -0.877], [-0.249, -0.589, 0.786], [0.166, -0.010, -0.676], [0.647, -0.882, 0.758], [-0.415, 1.315, -0.050], [0.029, -0.122, -0.271], [0.028, 0.019, -0.064], [0.110, -0.146, -0.214], [-0.067, -0.129, -0.074], [0.423, -0.817, -0.270], [-0.942, 0.098, 0.331], [0.342, -0.140, -0.559], [0.318, -0.138, -0.095], [0.006, 0.232, 0.519], [-0.369, 0.760, -0.287], [0.086, 0.096, -0.451], [-0.424, 0.058, -0.443], [0.095, -0.331, 0.003], [0.011, -0.371, 0.302], [0.089, -0.040, 0.015], [-0.124, -0.103, -0.178], [0.223, 0.335, -1.033], [-0.325, -0.320, 1.217], [-0.284, 0.320, -2.172], [-0.635, 0.210, 0.495], [0.439, -0.591, 0.195], [-0.812, 0.270, 0.850], [0.255, 0.456, 0.208], [0.790, 0.668, 0.805], [0.512, -0.254, -1.224], [0.087, 0.546, 1.038], [-0.052, -0.002, 0.134], [0.074, -0.149, 0.099], [0.048, 0.100, 0.123], [0.086, -0.179, 0.221], [-0.092, -0.100, 0.196], [0.170, -0.241, -0.064], [0.056, -0.283, -0.378], [0.030, -0.002, -0.509], [0.393, -0.362, -0.074], [-0.211, 0.205, 0.099], [-0.136, -0.080, 0.238], [-0.168, 0.035, -0.026], [-0.437, -0.132, -0.396], [-0.066, -0.088, 0.148], [0.445, -0.348, 0.029]], "homo_energy_ev": -7.35, "e_above_lowest_kcal_mol": 38.0, "orbital_gap_ev": 9.4, "total_charge": -1}


(3)
{"formula": "C5H10O2", "method": "ωB97M-V/def2-TZVPD", "species": ["C", "C", "O", "C", "C", "C", "O", "H", "H", "H", "H", "H", "H", "H", "H", "H", "H"], "xyz": [[2.1653, -0.0128, -0.3271], [1.4395, -0.7424, 0.7694], [-0.6197, 0.8459, -1.5286], [-1.5771, 1.2590, -0.9079], [-1.9089, 0.8781, 0.5069], [0.3623, -1.5167, 0.6202], [-0.3408, -1.7411, -0.5209], [2.0187, 1.0729, -0.2754], [1.8410, -0.3337, -1.3218], [3.2425, -0.2024, -0.2570], [1.8403, -0.6598, 1.7765], [-2.2772, 1.9522, -1.4113], [-2.6601, 1.5477, 0.9331], [-1.0011, 0.8724, 1.1178], [-2.2972, -0.1477, 0.5065], [-0.0702, -2.0597, 1.4575], [-0.1574, -1.0118, -1.1379]], "forces_ev_per_angstrom": [[0.022, -0.008, -0.064], [-0.118, -0.124, -0.025], [-0.435, 0.172, 0.233], [0.199, -0.112, -0.201], [0.055, 0.025, 0.025], [0.192, 0.040, 0.297], [0.114, 0.104, -0.118], [0.007, -0.156, 0.015], [0.051, 0.055, 0.146], [-0.146, 0.040, 0.007], [-0.057, -0.074, -0.118], [0.029, 0.013, 0.028], [0.111, -0.094, -0.079], [-0.120, -0.009, -0.112], [0.024, 0.137, -0.031], [0.126, 0.071, -0.072], [-0.054, -0.081, 0.067]], "smiles": "C/C=C\\O.CC=O", "homo_energy_ev": -8.50, "e_above_lowest_kcal_mol": 45.7, "orbital_gap_ev": 9.4}


(4)
{"formula": "C4H6ClIO", "method": "ωB97M-V/def2-TZVPD", "species": ["C", "C", "C", "C", "O", "Cl", "I", "H", "H", "H", "H", "H", "H"], "xyz": [[-0.0848, -0.9881, -0.0129], [1.4407, 0.9744, -0.6632], [0.1867, 0.8801, 1.3718], [0.5182, 0.2607, 0.2380], [-1.0786, -1.4885, 0.3261], [0.9363, -1.9919, -1.1117], [-4.2128, -1.9983, -0.5089], [1.8458, 1.9968, -0.3948], [0.9704, 1.0269, -1.6716], [2.3022, 0.2642, -0.8139], [0.6468, 1.7964, 1.6621], [-0.6603, 0.5326, 2.1067], [-2.8107, -1.2652, -0.5279]], "forces_ev_per_angstrom": [[1.379, -1.693, -2.100], [1.896, -0.867, -2.063], [-2.568, -1.093, 1.893], [-0.036, 3.511, 2.173], [-1.740, -0.268, 1.445], [0.346, -0.216, -0.278], [-0.689, -0.219, -0.101], [-0.895, -1.361, 0.182], [0.345, 0.195, 0.547], [-0.420, 1.021, -0.067], [0.283, 0.551, -0.014], [1.924, 0.276, -1.582], [0.176, 0.164, -0.036]], "smiles": "C=C(C)C(=O)Cl.I", "homo_energy_ev": -9.58, "e_above_lowest_kcal_mol": 18.2, "orbital_gap_ev": 9.1}


(5)
{"formula": "C8H9NO3S", "method": "ωB97M-V/def2-TZVPD", "species": ["C", "C", "C", "C", "C", "C", "C", "C", "N", "O", "O", "O", "S", "H", "H", "H", "H", "H", "H", "H", "H", "H"], "xyz": [[1.2512, 2.4336, 0.3480], [1.4767, 2.1423, -0.9825], [0.2159, 1.9015, 1.0581], [0.7185, 1.2102, -1.5658], [-0.5335, 0.9079, 0.4992], [0.4745, -2.2242, 1.5806], [0.7453, -2.5181, 0.3289], [-0.8471, -0.6074, -1.1758], [-0.1900, 0.5384, -0.7971], [-2.6045, -1.9476, 0.3302], [-3.3168, 0.1434, -0.6197], [-1.5318, 0.1804, 1.0855], [-2.2445, -0.6799, -0.2107], [1.9390, 3.1731, 0.9241], [2.1566, 2.7742, -1.5181], [-0.1279, 2.2564, 2.0414], [0.8158, 0.7445, -2.5991], [-0.0957, -2.7949, -0.3997], [1.2200, -2.0773, 2.2880], [-0.6722, -2.2017, 1.7860], [1.7110, -2.4072, -0.2825], [-0.5606, -0.9476, -2.1190]], "forces_ev_per_angstrom": [[1.970, 2.499, 1.806], [0.717, 1.368, 0.610], [-1.330, -0.087, 1.516], [-0.969, -2.525, -1.599], [0.441, -0.010, -0.770], [-3.281, -0.534, -0.937], [0.026, -0.320, -3.532], [-0.328, 1.276, 1.033], [-0.969, -0.646, 1.308], [0.437, -0.407, -0.166], [-0.748, 0.944, -0.538], [1.370, 0.587, -2.170], [-0.128, -0.928, 0.470], [-1.380, -1.188, -1.396], [0.446, -0.270, -0.354], [0.702, -0.219, -0.385], [-0.060, 1.138, 1.445], [1.229, 0.408, 1.447], [0.971, 0.675, 1.356], [2.423, -0.248, 0.369], [-1.006, -0.440, 1.644], [-0.533, -1.071, -1.158]], "homo_energy_ev": [-7.71, -7.71], "e_above_lowest_kcal_mol": 94.4, "orbital_gap_ev": [7.6, 7.6]}